Version P
Formula: C3H6NO2
Source: the OMol25 dataset
Level of theory: the ωB97M-V functional and the def2-TZVPD basis

Cartesian coordinates (Å):
C (0.68962, 1.04129, 0.14647)
C (0.21360, -1.59194, 1.52006)
C (-0.18197, 0.03950, 0.14464)
N (-1.01358, -0.26590, -0.95137)
O (-0.26273, -2.54995, 1.08811)
O (0.66127, 1.93985, -0.77876)
H (1.23316, 1.08689, 1.12223)
H (0.85919, -1.16783, 2.39043)
H (-1.65118, -1.08330, -0.70010)
H (-0.44379, -0.68054, -1.71908)
H (-1.47537, 0.53185, -1.46282)
H (1.37177, 2.70010, -0.79980)

The calculation puts the HOMO energy at -13.55 eV. As for the total charge: +1. The calculation puts the gap between HOMO and LUMO at 9.953 eV.

Version Q
Formula: C3H6NO2
Source: the OMol25 dataset
Level of theory: the ωB97M-V functional and the def2-TZVPD basis

Cartesian coordinates (Å):
C (-0.08271, 0.21972, -1.73403)
C (0.89225, 1.62949, 1.28517)
C (-0.58375, -1.84412, -0.19146)
N (0.07258, 1.40408, 0.26954)
O (0.02729, 0.87729, -2.61026)
O (-0.39681, -0.83578, -1.25646)
H (1.77039, 2.24311, 1.10551)
H (0.79066, 1.37136, 2.26767)
H (0.04699, -1.56891, 0.66790)
H (-0.32787, -2.75350, -0.70241)
H (-1.52095, -1.86917, 0.12248)
H (-0.68808, 1.12643, 0.77636)

The calculation puts the HOMO energy at -15.82 eV. As for the total charge: +1. The calculation puts the gap between HOMO and LUMO at 11.131 eV.

Version R
Formula: C3H6NO2
Source: the OMol25 dataset
Level of theory: the ωB97M-V functional and the def2-TZVPD basis

Cartesian coordinates (Å):
N (1.57151, 0.38832, -0.13935)
C (0.48096, 0.21102, 0.55132)
C (-0.32649, -0.92599, 0.14400)
C (-1.66380, -0.96409, 0.01233)
O (-2.35862, 0.17195, -0.05715)
O (-1.41263, 1.21789, 0.04531)
H (2.40656, 0.81408, 0.22723)
H (1.76522, -0.07915, -1.00542)
H (0.43526, 0.68467, 1.42138)
H (0.02809, -1.94064, -0.02748)
H (-2.36604, -1.87978, -0.17348)
H (-1.80797, 1.99740, -0.41140)

The calculation puts the HOMO energy at -14.30 eV. As for the total charge: +1. The calculation puts the gap between HOMO and LUMO at 9.449 eV. The SMILES is [NH2+]=C/C=C\OO.

Relative energy table, unit eV: version P 0.000; version Q 0.107; version R 0.431

Version P
Formula: C3H4NO
Source: the OMol25 dataset
Level of theory: the ωB97M-V functional and the def2-TZVPD basis

Cartesian coordinates (Å):
C (-1.17857, -0.64940, -0.56754)
N (-0.47718, 0.34533, -0.53114)
C (0.50894, 0.82151, 0.07847)
C (1.30683, -0.11185, 1.01071)
O (0.92218, -1.21365, 1.15206)
H (-2.19946, -0.54522, -0.14252)
H (-1.14612, -1.41154, -1.35619)
H (0.72650, 1.91974, -0.15288)
H (2.24771, 0.43625, 1.45247)

The calculation puts the HOMO energy at -16.29 eV. As for the total charge: +1. The calculation puts the gap between HOMO and LUMO at 9.874 eV. The SMILES is C=[N+]=CC=O.

Version Q
Formula: C3H4NO
Source: the OMol25 dataset
Level of theory: the ωB97M-V functional and the def2-TZVPD basis

Cartesian coordinates (Å):
C (0.61659, 1.73156, -1.00106)
C (0.99065, 0.82870, -1.96783)
O (0.75897, -0.39322, -1.84363)
C (-0.02049, -0.53523, -0.63904)
N (0.31508, 0.74723, 0.14457)
H (0.10613, -1.53425, -0.17112)
H (-1.10137, -0.78758, -0.92195)
H (1.12778, 0.48713, 0.78596)
H (-0.50552, 1.27029, 0.73326)

The calculation puts the HOMO energy (spin up / spin down) at -15.00 / -15.26 eV. As for the total charge: +1. The calculation puts the gap between HOMO and LUMO (spin up / spin down) at 7.531 / 8.256 eV. The SMILES is C1#COC[NH2+]1.

Version R
Formula: C3H4NO
Source: the OMol25 dataset
Level of theory: the ωB97M-V functional and the def2-TZVPD basis

Cartesian coordinates (Å):
C (-0.63775, -1.15434, -0.00170)
C (-1.85787, -0.60568, 0.04873)
C (0.32429, 0.96815, 0.08254)
N (0.46580, -0.42561, 0.05885)
O (-0.89273, 1.47639, -0.00419)
H (-0.49406, -2.18003, -0.04641)
H (0.99246, 1.50709, 0.89919)
H (0.86133, 1.45889, -0.93876)
H (1.23855, -1.04485, -0.09824)

The calculation puts the HOMO energy (spin up / spin down) at -16.24 / -16.49 eV. As for the total charge: +1. The calculation puts the gap between HOMO and LUMO (spin up / spin down) at 8.310 / 8.262 eV.

Version S
Formula: C3H4NO
Source: the OMol25 dataset
Level of theory: the ωB97M-V functional and the def2-TZVPD basis

Cartesian coordinates (Å):
C (-0.09246, -0.61758, -0.66026)
N (-0.32056, -0.04019, 0.46707)
C (0.62001, 0.89801, 0.61637)
C (1.70165, 0.79233, -0.13919)
O (2.70012, 1.01640, -0.68301)
H (0.46045, -0.09721, -1.49062)
H (-0.47435, -1.60573, -0.87132)
H (-0.77183, -0.32395, 1.31400)
H (0.63569, 1.68059, 1.29653)

The calculation puts the HOMO energy (spin up / spin down) at -14.82 / -14.81 eV. As for the total charge: +1. The calculation puts the gap between HOMO and LUMO (spin up / spin down) at 8.358 / 8.356 eV. The SMILES is C=[NH+]C=C=O.

Relative energy table, unit eV: version P 0.000; version Q 4.956; version R 5.066; version S 0.312

Version P
Formula: C3H4NO
Source: the OMol25 dataset
Level of theory: the ωB97M-V functional and the def2-TZVPD basis

Cartesian coordinates (Å):
C (-2.37407, 0.35491, 0.33939)
C (2.49068, -0.32376, -0.26344)
C (-1.12285, 0.37186, 0.01401)
N (3.16922, 0.23963, 0.48744)
O (0.02660, 0.47526, -0.30309)
H (-2.74880, 0.19497, 1.34280)
H (-3.20221, 0.45402, -0.30086)
H (2.24899, -0.94428, -1.08988)
H (3.96650, 0.72458, 0.92152)

The calculation puts the HOMO energy at -13.05 eV. As for the total charge: +1. The calculation puts the gap between HOMO and LUMO at 7.163 eV.

Version Q
Formula: C3H4NO
Source: the OMol25 dataset
Level of theory: the ωB97M-V functional and the def2-TZVPD basis

Cartesian coordinates (Å):
C (1.86955, 0.62844, 0.01438)
N (0.66814, 0.44130, -0.06351)
C (-0.52036, 0.23309, 0.16318)
C (-1.43074, -0.78443, -0.04850)
O (-1.74456, 0.64203, 0.02649)
H (2.23426, 0.67517, 1.07548)
H (2.31678, 0.56777, -0.97025)
H (-1.56952, -1.11504, -1.01457)
H (-1.82355, -1.28833, 0.81731)

The calculation puts the HOMO energy at -17.11 eV. As for the total charge: +1. The calculation puts the gap between HOMO and LUMO at 11.723 eV. The SMILES is C=[N+]=C1CO1.

Version R
Formula: C3H4NO
Source: the OMol25 dataset
Level of theory: the ωB97M-V functional and the def2-TZVPD basis

Cartesian coordinates (Å):
C (0.22941, -1.20344, -0.09591)
C (0.63778, 0.14582, -0.35791)
C (2.97741, 0.19424, 0.07526)
N (-0.20481, -0.28586, 0.68419)
O (4.03492, 0.51358, 0.13492)
H (0.16477, -2.21578, -0.24892)
H (-3.23407, 1.60770, -0.52428)
H (-3.77718, 1.24030, -1.10906)
H (-0.82824, 0.00343, 1.44172)

The calculation puts the HOMO energy at -16.04 eV. As for the total charge: +1. The calculation puts the gap between HOMO and LUMO at 9.189 eV.

Relative energy table, unit eV: version P 0.000; version Q 0.453; version R 3.809

Version P
Formula: C6H14Si
Source: the OMol25 dataset
Level of theory: the ωB97M-V functional and the def2-TZVPD basis

Cartesian coordinates (Å):
C (1.15812, 0.69369, 1.64086)
C (-0.04900, 0.19035, 1.57478)
C (-1.91350, -0.08163, 3.12947)
C (0.63874, 0.47818, -1.88653)
C (1.12337, -1.66210, -4.06020)
C (-1.26976, 0.87841, 2.12605)
Si (1.26132, -1.30644, -2.09418)
H (1.96458, 0.04015, 1.35165)
H (1.44536, 1.62659, 2.00491)
H (-0.18341, -0.74109, 1.08509)
H (-2.25288, -0.95369, 2.45999)
H (-2.69008, 0.37302, 3.64320)
H (-1.23660, -0.40902, 3.94888)
H (-0.46792, 0.42668, -1.95730)
H (0.85195, 0.62398, -0.80132)
H (1.11407, 1.44582, -2.40152)
H (0.14995, -1.64289, -4.55271)
H (1.58429, -0.74956, -4.39868)
H (1.66164, -2.36535, -4.71744)
H (-0.97795, 1.95074, 2.63267)
H (-1.91230, 1.18416, 1.27233)

The calculation puts the HOMO energy at -7.93 eV. The calculation puts the gap between HOMO and LUMO at 7.600 eV.

Version Q
Formula: C6H14Si
Source: the OMol25 dataset
Level of theory: the ωB97M-V functional and the def2-TZVPD basis

Cartesian coordinates (Å):
C (-1.50068, 0.46179, -0.81114)
C (-0.47150, 0.97695, -0.10103)
C (1.59901, 2.44368, -0.69273)
C (0.56828, -2.30594, -0.52487)
C (-1.50142, -1.46298, 1.90314)
C (0.97172, 1.04913, -0.50391)
Si (-1.17001, -1.54710, 0.01154)
H (-2.48929, 0.70825, -0.48075)
H (-1.38387, 0.22869, -1.86717)
H (-0.60726, 1.60789, 0.88622)
H (0.93038, 3.29743, -0.94087)
H (2.33466, 2.39573, -1.47285)
H (1.97017, 2.71654, 0.32592)
H (0.76743, -2.38305, -1.59402)
H (1.24219, -1.72972, 0.06377)
H (0.51590, -3.30179, -0.07173)
H (-0.53350, -1.10908, 2.44415)
H (-2.12578, -0.60204, 2.11244)
H (-1.90079, -2.37801, 2.43882)
H (1.64759, 0.41890, 0.30050)
H (1.13678, 0.51474, -1.42542)

The calculation puts the HOMO energy at -6.39 eV. The calculation puts the gap between HOMO and LUMO at 6.945 eV.

Relative energy table, unit eV: version P 0.508; version Q 0.000

Version P
Formula: CH3NOS
Source: the OMol25 dataset
Level of theory: the ωB97M-V functional and the def2-TZVPD basis

Cartesian coordinates (Å):
C (-1.05636, 0.11000, 0.24308)
N (-0.12739, -0.73938, 0.23411)
O (1.69455, 0.95328, 0.22552)
S (1.50872, -0.43491, -0.03467)
H (-2.30245, -0.24884, 0.65432)
H (-0.89340, 1.11079, 0.11727)
H (1.17633, -0.75094, -1.43963)

The calculation puts the HOMO energy at -9.97 eV. The calculation puts the gap between HOMO and LUMO at 10.300 eV.

Version Q
Formula: CH3NOS
Source: the OMol25 dataset
Level of theory: the ωB97M-V functional and the def2-TZVPD basis

Cartesian coordinates (Å):
N (-0.30562, -0.02695, -0.32367)
S (1.17882, 0.35747, -1.09025)
C (2.23657, -0.07939, 0.14565)
O (3.62304, 0.23767, 0.00173)
H (-0.79916, 0.82534, -0.07118)
H (-0.89673, -0.57263, -0.93913)
H (1.85757, -0.53766, 1.04762)

The calculation puts the HOMO energy at -9.81 eV. The calculation puts the gap between HOMO and LUMO at 9.937 eV. The SMILES is NSC=O.

Version R
Formula: CH3NOS
Source: the OMol25 dataset
Level of theory: the ωB97M-V functional and the def2-TZVPD basis

Cartesian coordinates (Å):
C (-1.08420, 0.11603, 0.49879)
N (-0.33833, -0.82731, 0.13692)
O (1.52611, 0.95271, -0.08842)
S (1.29496, -0.45064, -0.11746)
H (-2.06309, -0.11179, 0.67048)
H (-0.89310, 1.15320, 0.51141)
H (1.55765, -0.83220, -1.61172)

The calculation puts the HOMO energy at -9.42 eV. The calculation puts the gap between HOMO and LUMO at 9.582 eV.

Relative energy table, unit eV: version P 1.387; version Q 0.000; version R 0.749

Version P
Formula: C5H8O2
Source: the OMol25 dataset
Level of theory: the ωB97M-V functional and the def2-TZVPD basis

Cartesian coordinates (Å):
C (1.59670, -0.86456, 0.63990)
C (0.68134, -0.00223, -0.18967)
O (1.17800, 1.25819, -0.53067)
C (-0.26833, -0.58119, -1.20431)
O (-1.00025, -1.45796, -0.19217)
C (-0.86913, -0.07419, -0.00039)
C (-1.91430, 0.89112, 0.40254)
H (2.49421, -1.12208, 0.07442)
H (1.88764, -0.32820, 1.54234)
H (1.07720, -1.77928, 0.91212)
H (2.12239, 1.18484, -0.71349)
H (-0.46492, -0.52195, -2.25577)
H (-1.57951, 1.89794, 0.15972)
H (-2.84662, 0.67773, -0.12008)
H (-2.09441, 0.82180, 1.47551)

The calculation puts the HOMO energy at -8.78 eV. The calculation puts the gap between HOMO and LUMO at 9.626 eV. The SMILES is C[C@@]1(O)[C@H]2O[C@]21C.

Version Q
Formula: C5H8O2
Source: the OMol25 dataset
Level of theory: the ωB97M-V functional and the def2-TZVPD basis

Cartesian coordinates (Å):
C (1.51149, 0.80923, -0.33448)
C (0.41611, -0.03444, 0.29967)
O (0.78485, -0.52498, 1.57110)
C (-0.97394, 0.63106, 0.37551)
C (-1.55003, -0.42214, -0.53345)
O (-0.78441, -0.63746, -1.64749)
C (-0.12097, -1.23249, -0.53665)
H (1.18772, 1.21874, -1.29615)
H (1.75488, 1.64300, 0.33614)
H (2.42445, 0.22523, -0.49381)
H (1.30255, -1.32930, 1.40800)
H (-1.33749, 0.57977, 1.40565)
H (-1.09937, 1.63100, -0.03641)
H (-2.57010, -0.80881, -0.59347)
H (-0.94573, -1.74841, 0.07585)

The calculation puts the HOMO energy at -8.90 eV. The calculation puts the gap between HOMO and LUMO at 9.909 eV. The SMILES is C[C@@]1(O)C[C@H]2O[C@H]21.

Version R
Formula: C5H8O2
Source: the OMol25 dataset
Level of theory: the ωB97M-V functional and the def2-TZVPD basis

Cartesian coordinates (Å):
C (0.91869, 1.11668, -0.77493)
C (0.19113, 0.02854, -0.01965)
C (0.61644, -0.11297, 1.42671)
C (-1.32411, -0.08006, -0.24049)
C (-0.98396, -1.47417, -0.73222)
O (-1.56720, -2.45964, -1.06303)
O (0.36240, -1.28147, -0.67881)
H (0.60994, 1.12155, -1.82378)
H (0.68147, 2.09198, -0.33555)
H (2.00385, 0.97133, -0.73590)
H (0.37685, 0.78044, 2.00947)
H (0.09846, -0.95960, 1.88035)
H (1.68943, -0.29865, 1.49800)
H (-1.97028, 0.00162, 0.63296)
H (-1.70309, 0.55442, -1.04312)

The calculation puts the HOMO energy at -10.43 eV. The calculation puts the gap between HOMO and LUMO at 11.159 eV.

Version S
Formula: C5H8O2
Source: the OMol25 dataset
Level of theory: the ωB97M-V functional and the def2-TZVPD basis

Cartesian coordinates (Å):
O (-1.54421, 1.54633, -0.72528)
C (-0.42789, 1.25217, 0.08899)
C (-0.67717, 0.28469, 1.25041)
C (0.46982, -0.77301, 0.41766)
O (1.47157, -1.53853, 0.97617)
C (0.00700, -0.93342, -1.01452)
C (0.62926, 0.34384, -0.53049)
H (-1.20370, 2.01651, -1.49936)
H (0.02426, 2.19033, 0.45133)
H (-0.20778, 0.63122, 2.16685)
H (-0.96403, -0.74744, 1.14124)
H (1.19251, -2.46409, 1.04858)
H (0.66541, -1.51897, -1.65387)
H (-1.04792, -0.95067, -1.29382)
H (1.61287, 0.66104, -0.82391)

The calculation puts the HOMO energy at -8.30 eV. The calculation puts the gap between HOMO and LUMO at 9.063 eV. The SMILES is O[C@H]1C[C@@]2(O)C[C@@H]12.

Relative energy table, unit eV: version P 3.201; version Q 4.172; version R 0.000; version S 4.481